# 1
Here is C7H7F9MnNO13S3 as an isolated structure from the OMol25 dataset. Energies are from wB97M-V/def2-TZVPD.

Output
* multiplicity: 6
* lowest unoccupied orbital energy (alpha / beta): 6.49 / 6.48 eV
* charge: -3

```
41
C7H7F9MnNO13S3, DFT wB97M-V/def2-TZVPD
F 38.0363 8.5194 2.9022
O 40.5339 12.6122 4.1487
O 39.5423 13.5857 0.1959
S 36.3476 13.7098 2.3186
H 39.3409 17.0312 1.4050
O 42.6896 12.6909 4.5683
F 34.6157 15.6931 2.8064
F 36.3818 9.8810 2.6297
F 36.6626 8.2015 1.2694
H 42.7628 15.3898 0.3413
O 38.9228 11.2736 1.7970
O 35.5755 12.8414 3.2085
O 40.0598 15.4900 2.5067
O 38.0146 13.5074 -1.7123
C 40.5207 14.1453 -2.2520
C 41.7440 12.8774 3.7353
S 39.0786 14.2081 -1.0408
C 35.9402 15.4975 2.7900
H 43.3085 16.7915 1.4990
H 42.1011 17.3169 -0.8296
H 40.4331 17.6231 -0.7415
Mn 39.7279 13.1134 2.2191
H 42.5600 15.2660 2.0464
C 40.1787 16.3925 1.7199
F 36.5619 16.3063 1.9549
O 41.7908 13.0668 2.4620
O 35.9984 13.6481 0.9033
C 41.3209 17.5707 -0.1110
C 42.6029 15.9985 1.2359
C 37.2805 9.1370 1.9787
S 38.3830 10.2356 0.9200
F 41.1583 12.9768 -2.1113
F 36.4258 15.6756 4.0301
H 41.5454 18.5152 0.3979
O 38.7839 15.6412 -0.9647
F 41.4406 15.1229 -2.0768
N 41.2995 16.5727 0.9502
O 39.3784 9.3210 0.3808
F 40.0766 14.2286 -3.5075
O 37.7981 13.6494 2.5366
O 37.4820 10.7917 -0.0870
```

---

# 2
Here is a 3-piece molecular cluster, C7H7FN3O4 overall from the OMol25 dataset. Energies are from wB97M-V/def2-TZVPD.

Output
* energy relative to the best compared isomer or geometry (same formula, charge and spin): 54.0 kJ/mol
* multiplicity: 3
* lowest unoccupied orbital energy (alpha / beta): 2.68 / 1.66 eV
* charge: -1

```
22
C7H7FN3O4, DFT wB97M-V/def2-TZVPD
C -3.4772 -2.9259 1.0574
H 2.1407 -2.1986 0.3470
H 1.6591 -3.0943 -1.0708
O -2.7689 -3.7367 1.4695
O 3.3851 -1.2628 1.0414
O 4.5417 -2.5994 -0.1475
N 4.5122 -1.6773 0.7318
C 0.2062 -1.6879 -0.3135
H 1.2132 2.6906 -0.3044
H -2.0995 1.2539 1.2211
H -3.4705 -0.0344 -0.2833
H 0.0260 -1.1330 0.6253
H 1.5714 1.2617 0.6802
N -2.0163 -1.0934 -0.9983
N 1.2972 -2.5423 -0.2414
C -0.8714 -1.6494 -1.1229
C -2.3294 -0.0631 -0.3468
O -4.2112 -2.0559 0.9109
C 0.8123 1.7791 0.0572
C -0.3815 1.3191 0.1442
C -1.5834 0.9083 0.3475
F -0.9412 -2.4288 -2.2771
```

---

# 3
Here is an isolated ion of composition C7H7FNO3 and charge -1 from the OMol25 dataset. Energies are from wB97M-V/def2-TZVPD.

Output
* energy relative to the best compared isomer or geometry (same formula, charge and spin): 127.5 kJ/mol
* lowest unoccupied orbital energy: 3.42 eV
* structure (SMILES): CO[C@]1(F)C=CC=N[C@H]1C(=O)[O-]
* charge: -1

```
19
C7H7FNO3, DFT wB97M-V/def2-TZVPD
O -3.2827 1.2822 -0.4055
C 0.2968 -1.8142 0.6397
F -0.2649 1.6295 0.9439
H 2.0796 1.8636 0.6426
C 0.5716 -0.5392 0.9271
O 1.0109 1.0714 -0.8356
C 0.0930 0.5805 0.0441
C -2.6543 0.4460 0.1706
N -1.1959 -1.1594 -1.1254
O -2.7700 -0.2916 1.1116
H 2.7082 0.3694 0.0296
H 0.6550 -2.6834 1.2083
H -0.4325 -3.0370 -0.9469
C -1.1264 0.1716 -0.7162
H -1.1567 0.8906 -1.5753
H 2.6691 2.0721 -1.0449
C 2.2647 1.3452 -0.2992
H 1.0377 -0.0944 1.7817
C -0.5033 -2.1026 -0.5503
```

---

# 4
Here is one molecule with the formula C7H7FO3S from the OMol25 dataset. Energies are from wB97M-V/def2-TZVPD.

Output
* lowest unoccupied orbital energy: -0.76 eV
* structure (SMILES): O=C1OC(=O)C(CCCS)=C1F
* charge: 0

```
19
C7H7FO3S, DFT wB97M-V/def2-TZVPD
F -1.5062 -1.7502 -1.2733
H 0.8794 2.4069 -1.2394
C 1.0750 -0.6490 0.2820
H 2.3496 1.6283 -1.7542
H -0.7371 0.9983 -2.3551
O -2.3052 -0.6232 1.9549
O -0.3704 0.0901 2.8571
O -3.8072 -1.3489 0.4269
C 1.3658 1.4336 -1.3201
H 1.6197 -1.0348 1.1514
H 0.9770 1.4294 0.8059
C -1.4366 -1.2311 -0.0799
H 2.5748 0.8779 0.3786
C 1.5237 0.8102 0.0868
S 0.4760 0.4833 -2.5787
C -0.3815 -0.7778 0.5895
C -2.6893 -1.1083 0.7268
H 1.3268 -1.2779 -0.5738
C -0.9343 -0.3566 1.9145
```

---

# 5
Here is C7H7FeN2O6 as an isolated structure from the OMol25 dataset. Energies are from wB97M-V/def2-TZVPD.

Output
* energy relative to the best compared isomer or geometry (same formula, charge and spin): 49.9 kJ/mol
* multiplicity: 6
* lowest unoccupied orbital energy (alpha / beta): -10.23 / -11.00 eV
* charge: +2

```
23
C7H7FeN2O6, DFT wB97M-V/def2-TZVPD
O 0.2939 0.4295 0.6966
O 0.9899 -0.5464 -3.3330
O -3.0768 -0.5356 -0.0494
N -0.7478 1.6170 -1.0629
C -0.2972 1.5751 0.1939
Fe -0.5344 -1.9684 -1.1687
N -0.4758 2.6095 0.9966
C 0.0756 2.5398 2.3620
O 2.5490 -1.0292 0.0577
C 1.5172 -1.4058 -0.2353
H -0.7077 2.7384 3.1062
H 0.1986 -3.0634 -2.1128
C -0.6761 -0.5047 1.0612
C 0.2930 -0.9712 -2.4940
H -0.5015 3.5631 0.5611
H -0.6848 0.7631 -1.6655
O -0.9066 -0.7517 2.2229
H 0.4482 1.5195 2.5221
C 1.8823 -5.4098 -1.1529
H 0.9117 3.2464 2.4668
C -1.8825 -0.6098 -0.0213
O 2.5272 -6.2770 -1.5137
H -1.1953 2.4717 -1.4375
```

---

# 6
Here is a 2-piece molecular cluster, C7H7IO4 overall from the OMol25 dataset. Energies are from wB97M-V/def2-TZVPD.

Output
* energy relative to the best compared isomer or geometry (same formula, charge and spin): 415.3 kJ/mol
* lowest unoccupied orbital energy (alpha / beta): -0.26 / -3.37 eV
* charge: 0

```
19
C7H7IO4, DFT wB97M-V/def2-TZVPD
O -1.7549 -1.6333 0.7148
H -3.7562 -4.3272 0.0677
O 2.9051 2.8515 1.3266
C 0.0335 0.0930 0.7815
O -0.8651 -3.4975 -0.1061
H -3.2174 -3.2449 -1.3164
I -4.1161 0.7804 -0.0362
H 2.7553 2.7457 -1.8198
O 1.6643 1.6284 -0.0529
C -1.8625 -2.8828 0.0854
C 3.4398 2.8564 -1.0053
C 0.8283 1.1781 0.9079
H 3.9635 3.8883 -0.8564
C 2.7052 2.4983 0.1769
H 4.2552 2.0822 -1.2104
C -0.7350 -0.8860 0.7317
H 0.9609 1.5947 1.8991
C -3.2628 -3.3004 -0.2522
H -3.9410 -2.4249 -0.0359
```